Record 1
Entry from OMol25: 18 unconnected molecules or ions with the total composition C18H68N34O20 in a non-equilibrium geometry (ωB97M-V with the def2-TZVPD basis set).

Summary:
Maximum force ... 9.5 eV/A
Energy relative to the best compared isomer or geometry (same formula, charge and spin) ... 258.5 kJ/mol
Charge ... -2
Energy ... -4093.72490 Eh
Highest occupied orbital energy ... -5.62 eV

Structure (XYZ):
```
140
C18H68N34O20 (ωB97M-V with the def2-TZVPD basis set)
C -9.756 -1.576 -0.413
O -9.836 -0.442 0.110
O -9.433 -2.586 0.248
O -10.201 -1.769 -1.574
C -10.063 -6.223 -5.957
O -9.024 -5.683 -6.286
N -10.966 -5.559 -5.196
N -10.383 -7.430 -6.212
H -10.616 -4.612 -5.183
H -11.958 -5.726 -5.288
H -9.731 -7.903 -6.822
H -11.076 -8.001 -5.750
C -9.018 3.195 0.923
O -8.870 4.179 1.607
N -8.780 1.971 1.277
N -9.606 3.246 -0.186
H -9.137 1.240 0.678
H -8.597 1.748 2.244
H -9.745 2.322 -0.569
H -9.626 4.201 -0.513
C -12.418 3.115 3.803
O -13.092 4.117 3.782
N -12.304 2.332 4.862
N -11.441 2.948 3.026
H -11.488 1.769 5.054
H -13.106 2.406 5.470
H -10.764 2.274 3.353
H -11.116 3.701 2.437
C -4.109 -3.894 -1.969
O -3.013 -3.953 -1.424
N -4.943 -2.920 -1.853
N -4.590 -4.879 -2.613
H -5.879 -3.237 -2.062
H -4.729 -2.044 -1.398
H -5.448 -4.792 -3.139
H -4.049 -5.731 -2.602
C -8.048 -4.333 -2.867
O -7.616 -5.159 -3.608
N -8.526 -4.621 -1.684
N -8.086 -3.050 -3.191
H -8.893 -5.549 -1.530
H -8.810 -3.845 -1.105
H -8.547 -2.434 -2.537
H -7.553 -2.836 -4.022
C -10.204 -0.292 4.273
O -9.361 0.527 4.088
N -10.734 -1.009 3.343
N -10.756 -0.545 5.411
H -10.362 -0.768 2.435
H -11.551 -1.590 3.470
H -11.562 -1.153 5.424
H -10.244 -0.205 6.213
C -11.601 -4.201 5.650
O -12.532 -3.937 6.413
N -10.470 -4.724 5.978
N -11.554 -3.940 4.334
H -10.104 -4.798 6.917
H -9.745 -4.923 5.303
H -10.772 -4.352 3.846
H -12.352 -3.698 3.764
C -13.614 2.002 -3.442
O -14.116 2.423 -4.479
N -13.380 0.842 -3.078
N -13.088 2.725 -2.511
H -12.904 0.573 -2.229
H -14.024 0.264 -3.599
H -12.893 3.662 -2.834
H -12.794 2.325 -1.631
C -8.472 -4.682 3.247
O -8.180 -5.097 4.308
N -8.638 -5.311 2.178
N -8.822 -3.459 2.944
H -8.637 -4.754 1.336
H -8.110 -6.167 2.085
H -8.963 -3.112 2.006
H -8.883 -2.854 3.750
C -13.924 -6.487 -3.865
O -13.152 -7.183 -3.179
N -14.223 -6.736 -5.166
N -14.238 -5.245 -3.661
H -14.237 -7.715 -5.414
H -14.625 -6.057 -5.797
H -14.813 -4.798 -4.361
H -13.827 -4.804 -2.851
C -10.032 5.300 -2.993
O -10.727 5.447 -2.029
N -10.021 5.994 -4.081
N -9.343 4.194 -3.072
H -10.611 6.788 -4.287
H -9.184 5.816 -4.618
H -9.268 3.620 -2.244
H -8.972 3.868 -3.953
C -12.343 -4.421 -0.031
O -13.097 -5.393 -0.005
N -11.754 -3.836 0.912
N -12.068 -3.820 -1.175
H -11.925 -4.018 1.891
H -10.987 -3.228 0.662
H -11.250 -3.228 -1.135
H -12.315 -4.290 -2.033
C -7.182 0.894 -2.452
O -6.601 1.490 -3.341
N -6.600 0.632 -1.284
N -8.437 0.609 -2.525
H -7.162 0.147 -0.598
H -5.918 1.278 -0.914
H -8.938 0.004 -1.889
H -8.942 1.134 -3.224
C -5.953 -1.691 1.546
O -4.931 -1.696 2.161
N -6.947 -0.897 1.632
N -6.302 -2.579 0.670
H -7.741 -1.047 1.026
H -6.881 -0.051 2.181
H -5.603 -3.298 0.544
H -7.162 -2.558 0.141
C -8.136 -8.047 -0.606
O -9.011 -7.985 0.218
N -7.837 -9.135 -1.228
N -7.300 -7.113 -0.856
H -7.139 -9.138 -1.958
H -8.483 -9.909 -1.166
H -6.431 -7.296 -1.337
H -7.468 -6.213 -0.430
C -13.205 0.416 0.018
O -14.325 0.814 0.250
N -12.123 0.982 0.280
N -12.862 -0.798 -0.351
H -12.203 1.905 0.683
H -11.231 0.511 0.326
H -13.484 -1.594 -0.355
H -11.864 -0.827 -0.503
C -11.528 -1.647 -4.777
O -12.034 -1.405 -5.826
N -10.364 -1.176 -4.501
N -12.095 -2.139 -3.727
H -10.046 -0.364 -5.011
H -10.171 -1.365 -3.528
H -13.005 -2.554 -3.864
H -11.561 -2.100 -2.870
```

Record 2
Entry from OMol25: C6H10O in the gas phase in a non-equilibrium geometry (ωB97M-V with the def2-TZVPD basis set).

Summary:
Maximum force ... 5.3 eV/A
Energy relative to the best compared isomer or geometry (same formula, charge and spin) ... 584.5 kJ/mol
Energy ... -309.61976 Eh
Highest occupied orbital energy (spin up / spin down) ... -7.93 / -7.62 eV

Structure (XYZ):
```
17
C6H10O (ωB97M-V with the def2-TZVPD basis set)
C 0.027 0.368 -0.502
C 0.804 1.574 -0.251
C -0.199 -0.632 0.759
C -1.286 -1.577 0.841
C 2.236 1.926 -0.050
C -2.000 -2.220 -0.298
O -1.465 -0.320 1.386
H -1.130 0.619 -0.664
H 0.508 -0.213 -1.259
H 0.350 2.366 0.143
H 0.482 -0.711 1.534
H 2.561 2.533 -0.776
H 2.966 1.077 -0.237
H 2.408 2.311 0.992
H -2.646 -2.922 0.143
H -1.084 -2.726 -0.923
H -2.533 -1.454 -0.840
```

Record 3
Entry from OMol25: a molecular structure, C27H47AsF6N3O19P2 in a non-equilibrium geometry (ωB97M-V with the def2-TZVPD basis set).

Summary:
Maximum force ... 1.7 eV/A
Energy relative to the best compared isomer or geometry (same formula, charge and spin) ... 0.0 kJ/mol
Charge ... -1
Energy ... -6168.90791 Eh
Highest occupied orbital energy ... -6.66 eV

Structure (XYZ):
```
105
C27H47AsF6N3O19P2 (ωB97M-V with the def2-TZVPD basis set)
As 0.753 1.186 0.366
F -0.143 2.577 -0.147
F -0.354 0.892 1.665
F 1.695 -0.200 0.841
F 1.830 1.526 -0.931
F 1.673 2.140 1.472
F -0.144 0.136 -0.709
C -4.267 4.435 -2.716
C -4.556 4.474 -4.018
C -3.769 3.692 -5.046
O -4.063 3.691 -6.217
C -2.612 2.963 -4.512
C -2.294 2.987 -3.212
C -3.156 3.631 -2.177
O -2.919 3.543 -0.998
O -1.132 2.457 -2.810
O -5.550 5.198 -4.542
H -4.937 4.878 -1.987
H -1.995 2.421 -5.215
H -1.168 2.374 -1.836
H -5.931 5.787 -3.883
C -0.310 -1.341 -3.911
C 0.889 -0.747 -3.922
C 1.611 -0.390 -5.203
O 2.592 0.311 -5.219
C 1.054 -1.029 -6.395
C -0.084 -1.734 -6.367
C -0.964 -1.826 -5.137
O -2.067 -2.308 -5.147
O -0.509 -2.532 -7.360
O 1.610 -0.463 -2.841
H -0.789 -1.578 -2.968
H 1.612 -1.025 -7.327
H 0.137 -2.501 -8.076
H 1.124 -0.703 -2.038
C 3.354 -2.687 3.494
O 3.898 -3.744 3.700
N 3.411 -1.622 4.354
C 2.631 -0.428 4.037
C 3.995 -1.722 5.646
H 2.691 -2.457 2.646
H 3.299 0.161 3.403
H 2.231 0.126 4.881
H 1.747 -0.641 3.430
H 4.673 -2.578 5.684
H 4.643 -0.863 5.857
H 3.328 -1.860 6.504
C 1.876 5.085 -1.467
O 2.177 5.843 -0.575
N 2.752 4.267 -2.109
C 2.327 3.426 -3.207
C 4.033 3.971 -1.530
H 0.862 4.977 -1.888
H 1.441 3.869 -3.667
H 2.031 2.421 -2.907
H 3.112 3.344 -3.958
H 4.342 4.755 -0.846
H 3.993 3.024 -0.974
H 4.786 3.788 -2.301
C 4.339 -3.586 -0.294
O 4.273 -4.176 0.757
N 4.729 -2.298 -0.472
C 4.913 -1.437 0.678
C 4.544 -1.636 -1.741
H 4.069 -4.080 -1.251
H 5.234 -2.027 1.537
H 3.990 -0.959 1.032
H 5.627 -0.654 0.425
H 3.892 -2.191 -2.414
H 4.041 -0.673 -1.620
H 5.509 -1.415 -2.205
C -7.165 0.509 5.319
O -5.821 0.986 5.413
P -5.110 1.277 4.026
O -5.574 0.484 2.899
O -3.622 1.077 4.426
C -2.657 0.713 3.441
O -5.214 2.844 3.815
C -6.333 3.373 3.118
H -7.723 0.781 4.425
H -7.715 0.866 6.189
H -7.148 -0.582 5.362
H -1.676 0.908 3.855
H -2.779 1.238 2.492
H -2.727 -0.333 3.128
H -7.161 2.683 2.957
H -6.040 3.733 2.130
H -6.715 4.230 3.675
C 0.847 -3.244 -0.365
O 0.075 -4.257 0.243
P 0.473 -4.811 1.664
O 1.743 -5.518 1.712
O 0.422 -3.596 2.685
C -0.597 -2.608 2.563
O -0.829 -5.636 1.988
C -0.775 -6.674 2.966
H 1.328 -3.599 -1.279
H 1.630 -2.835 0.280
H 0.213 -2.395 -0.638
H -0.868 -2.245 3.562
H -1.531 -3.035 2.197
H -0.239 -1.699 2.078
H -1.489 -6.447 3.755
H 0.236 -6.848 3.328
H -1.119 -7.588 2.477
```

Record 4
Entry from OMol25: C6H10O in the gas phase (ωB97M-V with the def2-TZVPD basis set).

Summary:
Maximum force ... 0.6 eV/A
Energy relative to the best compared isomer or geometry (same formula, charge and spin) ... 86.1 kJ/mol
Energy ... -309.80959 Eh
Highest occupied orbital energy ... -9.59 eV

Structure (XYZ):
```
17
C6H10O (ωB97M-V with the def2-TZVPD basis set)
C -2.148 -0.281 0.049
C -1.099 0.760 -0.269
C -0.055 1.171 0.729
C 0.340 0.371 -0.485
C 0.969 -1.006 -0.342
C 2.384 -0.626 0.064
O 3.168 -0.066 -0.664
H -3.144 0.165 0.136
H -1.935 -0.803 0.987
H -2.184 -1.025 -0.754
H -1.438 1.551 -0.937
H 0.268 2.206 0.784
H -0.072 0.652 1.686
H 0.860 0.921 -1.264
H 0.939 -1.558 -1.291
H 0.522 -1.634 0.438
H 2.626 -0.798 1.133
```

Record 5
Entry from OMol25: 4 unconnected molecules or ions with the total composition C27H50F3N5O5 in a non-equilibrium geometry (ωB97M-V with the def2-TZVPD basis set).

Summary:
Maximum force ... 4.2 eV/A
Energy ... -2008.23118 Eh
Highest occupied orbital energy ... -8.92 eV

Structure (XYZ):
```
90
C27H50F3N5O5 (ωB97M-V with the def2-TZVPD basis set)
C 3.918 3.593 -0.695
C 2.467 4.066 -1.124
C 1.468 2.828 -0.866
C 0.827 2.488 -2.262
O 0.108 1.221 -2.315
C -0.835 1.265 -1.267
N -1.794 2.212 -1.356
C -2.600 2.130 -0.223
C -3.715 3.135 -0.115
C -4.635 3.219 0.998
C -4.514 2.200 2.131
C -3.434 1.230 2.024
C -2.464 1.178 0.882
N -1.449 0.227 0.915
C -0.642 0.271 -0.170
C 0.540 -0.748 -0.291
C 0.560 -1.861 0.820
O -0.649 -2.578 0.973
C 1.678 -2.949 0.458
F 2.948 -2.556 0.801
F 1.351 -4.160 1.047
F 1.708 -3.222 -0.914
H 4.635 4.431 -0.489
H 3.802 2.998 0.260
H 4.280 2.862 -1.487
H 2.406 4.446 -2.181
H 2.181 4.892 -0.411
H 0.735 3.200 -0.100
H 2.074 1.952 -0.516
H 0.158 3.320 -2.635
H 1.669 2.416 -3.016
H -3.824 3.880 -0.945
H -5.400 4.037 0.957
H -5.234 2.247 2.984
H -3.326 0.501 2.865
H 0.523 -1.143 -1.344
H 1.492 -0.142 -0.199
H 0.914 -1.370 1.772
H -1.145 -2.580 0.134
C -0.399 -8.056 -3.309
O -0.180 -6.993 -2.398
C 0.123 -7.402 -1.071
C 1.593 -7.803 -0.845
C 1.945 -9.180 -1.401
N 2.516 -6.812 -1.410
H -0.885 -8.912 -2.833
H 0.544 -8.361 -3.768
H -1.047 -7.688 -4.105
H -0.090 -6.532 -0.442
H -0.564 -8.195 -0.747
H 1.756 -7.841 0.237
H 2.062 -9.176 -2.485
H 2.891 -9.526 -0.981
H 1.178 -9.915 -1.143
H 2.344 -5.914 -0.961
H 2.235 -6.654 -2.377
C 5.091 0.452 -4.321
O 5.155 0.830 -2.956
C 5.178 -0.259 -2.041
C 6.561 -0.907 -1.853
C 6.976 -1.810 -3.011
N 7.606 0.101 -1.638
H 4.496 -0.454 -4.469
H 6.097 0.317 -4.724
H 4.623 1.268 -4.874
H 4.869 0.163 -1.079
H 4.418 -1.003 -2.312
H 6.506 -1.536 -0.958
H 7.306 -1.245 -3.885
H 7.810 -2.448 -2.712
H 6.153 -2.461 -3.316
H 7.377 0.636 -0.803
H 7.527 0.784 -2.390
C -5.899 6.536 3.348
O -5.537 5.298 3.936
C -5.787 5.213 5.333
C -7.245 4.882 5.703
C -8.197 6.065 5.556
N -7.761 3.756 4.913
H -5.737 7.378 4.027
H -6.940 6.508 3.018
H -5.278 6.681 2.462
H -5.154 4.396 5.692
H -5.439 6.121 5.841
H -7.253 4.590 6.758
H -8.456 6.268 4.516
H -9.132 5.865 6.082
H -7.763 6.973 5.983
H -7.182 2.938 5.093
H -7.582 3.967 3.932
```

Record 6
Entry from OMol25: a molecular structure, C14H16F3N4PtS2 in a non-equilibrium geometry (ωB97M-V with the def2-TZVPD basis set).

Summary:
Maximum force ... 1.1 eV/A
Charge ... +3
Multiplicity ... 5
Energy ... -1976.15835 Eh
Highest occupied orbital energy (spin up / spin down) ... -18.40 / -18.85 eV

Structure (XYZ):
```
40
C14H16F3N4PtS2 (ωB97M-V with the def2-TZVPD basis set)
Pt -0.569 0.767 0.797
C 1.789 -0.363 5.562
C 2.145 -0.464 4.137
N 3.342 -0.644 3.663
N 3.224 -0.696 2.328
C 1.971 -0.553 1.917
S 1.350 -0.611 0.326
N 1.262 -0.413 3.063
N -0.117 -0.206 3.059
H 2.705 -0.404 6.147
H 1.144 -1.189 5.872
H 1.277 0.573 5.797
H 4.052 -0.837 1.759
H -0.601 -1.076 3.274
H -0.354 0.473 3.780
C -3.480 -1.558 -0.092
S -2.411 -0.331 -0.832
C -3.521 1.057 -1.027
H -3.973 -1.173 0.801
H -2.892 -2.445 0.132
H -4.243 -1.816 -0.834
H -4.239 0.811 -1.815
H -2.937 1.922 -1.334
H -4.063 1.260 -0.103
F -0.241 10.034 -1.085
C 0.892 9.345 -0.967
F 1.637 9.517 -2.047
F 1.555 9.769 0.105
C 0.542 7.872 -0.769
C -0.291 7.532 0.319
C -0.524 6.220 0.605
C 0.049 5.202 -0.223
C 0.843 5.571 -1.353
C 1.070 6.889 -1.629
C -0.191 3.864 0.088
C -0.426 2.693 0.387
H -0.729 8.309 0.932
H -1.131 5.940 1.455
H 1.272 4.805 -1.984
H 1.664 7.181 -2.484
```

Record 7
Entry from OMol25: a molecular structure, C19H16BBrN8O2Sr in a non-equilibrium geometry (ωB97M-V with the def2-TZVPD basis set).

Summary:
Maximum force ... 2.2 eV/A
Energy relative to the best compared isomer or geometry (same formula, charge and spin) ... 0.0 kJ/mol
Charge ... +1
Multiplicity ... 2
Energy ... -3951.65959 Eh
Highest occupied orbital energy (spin up / spin down) ... -11.28 / -11.28 eV

Structure (XYZ):
```
48
C19H16BBrN8O2Sr (ωB97M-V with the def2-TZVPD basis set)
Sr 0.638 0.767 -0.064
C 1.592 -3.208 -2.257
C 1.924 -1.934 -1.809
N 0.911 -1.378 -1.139
N -0.096 -2.301 -1.146
C 0.299 -3.399 -1.815
B -1.457 -1.913 -0.472
N -1.207 -1.611 1.056
C -1.448 -2.456 2.078
C -1.042 -1.860 3.252
C -0.547 -0.619 2.850
N -0.639 -0.472 1.528
N -2.041 -0.654 -1.207
C -3.030 -0.656 -2.122
C -3.178 0.619 -2.621
C -2.209 1.362 -1.948
N -1.518 0.597 -1.101
N -2.513 -3.001 -0.534
C -3.765 -2.862 -0.011
C -4.439 -4.030 -0.230
C -3.502 -4.845 -0.905
N -2.346 -4.233 -1.088
H 2.198 -3.894 -2.823
H 2.849 -1.391 -1.942
H -0.372 -4.234 -1.921
H -1.893 -3.422 1.906
H -1.107 -2.263 4.249
H -0.136 0.175 3.457
H -3.564 -1.562 -2.360
H -3.886 0.958 -3.357
H -1.982 2.415 -2.036
H -4.075 -1.948 0.471
H -5.451 -4.270 0.049
H -3.629 -5.856 -1.264
Br 3.423 2.519 3.227
C 3.740 3.972 2.056
C 4.553 5.012 2.450
C 4.746 6.044 1.538
C 4.141 6.017 0.286
C 3.329 4.956 -0.078
C 3.122 3.914 0.815
C 2.255 2.769 0.456
O 2.123 1.820 1.369
O 1.681 2.700 -0.631
H 5.021 5.032 3.424
H 5.377 6.877 1.818
H 4.305 6.830 -0.408
H 2.847 4.916 -1.046
```